Molecular formula: C32H54GeN6O2SSeTc
Method: DFT, ωB97M-V with the def2-TZVPD basis set

Cartesian coordinates (Å):
Tc (0.46542, -0.09467, -0.84658)
C (-0.92886, -0.38191, 4.98432)
C (0.36347, 0.33775, 4.63209)
N (1.02338, -0.26860, 3.47686)
C (0.68552, -0.01156, 2.21976)
S (1.53415, -0.96935, 0.99490)
N (-0.24903, 0.87398, 1.97033)
N (-0.48373, 1.04018, 0.63815)
C (-1.24004, 2.01691, 0.25014)
C (-1.86246, 2.99570, 1.18128)
C (-1.49866, 2.09125, -1.19885)
C (-2.40339, 2.97526, -1.76380)
C (-2.59800, 2.94632, -3.13838)
C (-1.89066, 2.04018, -3.91001)
C (-1.00509, 1.18218, -3.28017)
N (-0.81297, 1.21446, -1.96489)
H (-1.42872, 0.12508, 5.80880)
H (-0.73220, -1.41080, 5.28654)
H (-1.60072, -0.39985, 4.12600)
H (1.07630, 0.30100, 5.45490)
H (0.18144, 1.38586, 4.39824)
H (1.73630, -0.96102, 3.63394)
H (-1.47127, 2.87046, 2.18479)
H (-2.94415, 2.84291, 1.20650)
H (-1.67893, 4.01334, 0.83578)
H (-2.95009, 3.67043, -1.14473)
H (-3.30073, 3.62731, -3.59897)
H (-2.02258, 1.98665, -4.98086)
H (-0.43070, 0.44265, -3.82377)
C (-3.01780, -6.20379, 1.54627)
Ge (-3.95019, -4.93767, 2.70875)
C (-5.43005, -4.13190, 1.71044)
C (-4.57167, -5.81063, 4.33904)
C (-2.74122, -3.45065, 3.22802)
Se (-1.14173, -3.23557, 2.12564)
C (0.02205, -4.40630, 3.14758)
H (-3.68671, -7.02185, 1.28112)
H (-2.14178, -6.63288, 2.03266)
H (-2.69230, -5.71226, 0.62940)
H (-6.19661, -4.86677, 1.46957)
H (-5.05575, -3.71274, 0.77268)
H (-5.89730, -3.33256, 2.28706)
H (-5.26751, -6.61626, 4.10858)
H (-5.07997, -5.10179, 4.99281)
H (-3.73072, -6.23657, 4.88714)
H (-2.40218, -3.54744, 4.26059)
H (-3.27207, -2.49989, 3.16392)
H (-0.42237, -5.39478, 3.23412)
H (0.20140, -3.99041, 4.13688)
H (0.96413, -4.48895, 2.60859)
C (-5.07662, -1.16154, -3.54521)
C (-4.16734, -1.06103, -2.35307)
C (-4.66540, -0.67831, -1.11060)
C (-3.85205, -0.63156, 0.01522)
C (-4.40309, -0.22437, 1.35139)
C (-2.51051, -0.97101, -0.12204)
C (-1.98135, -1.32377, -1.36320)
C (-2.81806, -1.37443, -2.47452)
N (-0.58595, -1.58759, -1.44604)
C (-0.09577, -2.86562, -2.06395)
C (1.19555, -3.28355, -1.36024)
C (-1.14775, -3.96476, -1.83669)
C (0.16775, -2.69416, -3.56182)
H (-5.96418, -0.54343, -3.41908)
H (-5.41067, -2.19142, -3.68382)
H (-4.57190, -0.85522, -4.46185)
H (-5.71652, -0.42818, -1.01970)
H (-4.71335, 0.82197, 1.34206)
H (-3.66033, -0.35120, 2.13967)
H (-5.28332, -0.81403, 1.61399)
H (-1.87697, -1.01378, 0.75460)
H (-2.43406, -1.65204, -3.44654)
H (1.01675, -3.46689, -0.30006)
H (1.98720, -2.54159, -1.46993)
H (1.54922, -4.21195, -1.80835)
H (-1.70612, -3.80405, -0.91620)
H (-0.64512, -4.92709, -1.74192)
H (-1.84908, -4.03233, -2.66729)
H (0.95154, -1.96247, -3.74712)
H (-0.72676, -2.40815, -4.11226)
H (0.49417, -3.65470, -3.96414)
O (3.00117, 1.31294, -1.39548)
C (2.85675, 0.42402, -2.22581)
O (1.78346, -0.25893, -2.40313)
C (4.00737, 0.06780, -3.16920)
N (5.17757, 0.91479, -2.72571)
C (5.64734, 1.72812, -3.90731)
C (4.38278, 1.87154, -4.73288)
C (3.74967, 0.48407, -4.62554)
H (4.25852, -0.98534, -3.06185)
H (5.92477, 0.36589, -2.30606)
H (4.77867, 1.52111, -1.98634)
H (6.40176, 1.13712, -4.42475)
H (6.09285, 2.65155, -3.54720)
H (4.60823, 2.15227, -5.75885)
H (3.73352, 2.63841, -4.30656)
H (4.23758, -0.21555, -5.30348)
H (2.68450, 0.47433, -4.84541)

Forces on atoms 1 to 2 (eV/Å):
Tc -0.27 0.15 -0.15
C -0.01 0.02 0.02

Charge: +2
Frontier orbital gap (spin up / spin down), eV: 5.665 / 5.110
Relative energy (zero: lowest compared OMol25 entry of this formula, charge and spin), eV: 0.1847
Spin multiplicity: 4
Electronic energy, eV: -181980.5668
Molar mass, g mol⁻¹: 836.5
LUMO level (spin up / spin down), eV: -6.12 / -6.68

=====

Molecular formula: C7H14
Method: DFT, ωB97M-V with the def2-TZVPD basis set

Cartesian coordinates (Å):
C (-0.54789, 1.68641, 0.32495)
C (-0.55099, 0.17636, 0.12004)
C (-1.35925, -0.29591, -1.07765)
C (-1.30586, -0.52782, 1.48504)
C (0.88314, -0.38016, 0.08232)
C (2.26243, 0.17634, -0.24424)
C (1.73303, -1.02045, -0.99708)
H (0.10016, 1.94612, 1.17080)
H (-0.17631, 2.24670, -0.54590)
H (-1.56748, 2.01397, 0.53869)
H (-2.41130, -0.06073, -0.90369)
H (-1.04488, 0.15594, -2.02862)
H (-1.24289, -1.38151, -1.17922)
H (-0.85824, -0.37022, 2.49625)
H (-2.31765, -0.11872, 1.57326)
H (-1.44854, -1.63234, 1.45300)
H (0.62107, -0.87437, 1.01100)
H (2.41406, 1.08798, -0.83109)
H (3.07428, 0.01568, 0.46726)
H (2.17779, -1.99425, -0.79368)
H (1.53170, -0.87031, -2.06193)

Forces on atoms 1 to 2 (eV/Å):
C -0.18 0.00 0.07
C -0.85 -0.25 0.79

Frontier orbital gap, eV: 11.003
Relative energy (zero: lowest compared OMol25 entry of this formula, charge and spin), eV: 2.2529
Electronic energy, eV: -7484.0415
Molar mass, g mol⁻¹: 98.2
SMILES: CC(C)(C)C1CC1
LUMO level, eV: 0.97

=====

Molecular formula: C23H43CaClF7MgN3O20PRbS3
Method: DFT, ωB97M-V with the def2-TZVPD basis set

Cartesian coordinates (Å):
C (-0.17156, -0.43726, 2.98393)
O (0.79484, -1.51966, 2.84860)
C (1.92067, -1.15187, 2.05346)
C (3.23697, -1.10405, 2.96348)
C (3.65922, -2.51326, 3.63871)
F (2.93147, -0.18839, 4.08776)
C (1.99487, -2.23860, 0.82795)
O (1.40651, -3.47686, 1.34200)
C (2.11704, -4.65591, 0.91087)
N (1.94990, -5.67254, 2.04659)
C (0.88677, -5.28572, 2.59425)
O (-0.00589, -5.06000, 3.34113)
C (0.99249, -1.77271, -0.35094)
O (0.23064, -0.80101, -0.27676)
O (0.98158, -2.55378, -1.46624)
H (-1.05609, -0.52675, 2.26477)
H (0.28117, 0.59850, 2.88290)
H (-0.61166, -0.52630, 4.04027)
H (1.82424, -0.11249, 1.57673)
H (4.14908, -0.64344, 2.42350)
H (3.64671, -2.39361, 4.81694)
H (2.97165, -3.40579, 3.38099)
H (4.80632, -2.70555, 3.37376)
H (3.05824, -2.35358, 0.44849)
H (3.23424, -4.49929, 0.70257)
H (1.56155, -5.11719, 0.02255)
Rb (4.64177, -4.62668, 3.45528)
Mg (1.07142, -3.93397, 4.89462)
C (-2.59981, 1.39238, 0.51813)
O (-1.81248, 1.89593, 1.58653)
H (-1.94298, 0.82113, -0.18122)
H (-3.37961, 0.72483, 0.91309)
H (-3.05794, 2.22414, -0.01984)
H (-2.40495, 2.38360, 2.16787)
Cl (-0.91194, 1.67216, -1.49040)
O (4.64403, -1.28910, 7.70221)
S (4.22920, -0.94787, 6.33212)
O (3.13201, 0.02657, 6.37443)
O (3.76848, -2.17708, 5.63331)
O (5.38271, -0.38510, 5.58367)
Ca (5.48040, -0.45209, 3.30584)
C (1.22190, 7.25745, 5.88752)
F (2.26493, 7.77498, 6.56745)
F (0.18648, 8.10132, 6.07425)
F (1.53958, 7.34562, 4.57630)
S (0.82389, 5.54622, 6.39371)
O (0.48772, 5.65714, 7.79424)
O (2.02812, 4.80191, 6.11204)
N (-0.39045, 5.32473, 5.39592)
S (-1.04556, 3.88147, 5.50742)
O (-1.78262, 3.60362, 6.71800)
O (-0.25733, 2.78142, 5.00821)
C (-2.33502, 4.12569, 4.23710)
F (-1.81015, 4.40959, 3.02715)
F (-3.16086, 5.15366, 4.53436)
F (-3.12160, 3.04224, 4.06998)
C (1.22403, -4.30454, -7.97275)
C (0.21204, -3.45960, -7.22103)
N (-0.96455, -4.23261, -6.62768)
C (-1.79200, -4.77333, -7.79710)
C (-1.91223, -3.27054, -5.89691)
C (-1.37187, -2.59837, -4.64392)
C (-0.57366, -5.46108, -5.79477)
C (0.36943, -5.25294, -4.61283)
O (1.64247, -4.80609, -5.03431)
C (2.19513, -3.75789, -4.23823)
H (0.77826, -4.78254, -8.84799)
H (2.02052, -3.65271, -8.34012)
H (1.69232, -5.06915, -7.35877)
H (-0.21894, -2.71727, -7.89803)
H (0.69257, -2.91169, -6.41490)
H (-2.08836, -3.93684, -8.43049)
H (-2.67042, -5.27391, -7.39058)
H (-1.19134, -5.48639, -8.35810)
H (-2.81610, -3.83326, -5.65350)
H (-2.17959, -2.50135, -6.62635)
H (-1.45825, -3.24954, -3.77550)
H (-1.99072, -1.72826, -4.41141)
H (-0.34589, -2.24599, -4.73586)
H (-0.12043, -6.16630, -6.49274)
H (-1.51184, -5.89282, -5.43669)
H (0.52126, -6.23071, -4.13857)
H (-0.05879, -4.61467, -3.84464)
H (1.70091, -3.66808, -3.26627)
H (2.08782, -2.81834, -4.78443)
H (3.25742, -3.94789, -4.09123)
O (-2.68061, -6.31167, -11.20648)
P (-3.97403, -5.49443, -11.19980)
O (-4.85521, -5.94578, -10.03382)
O (-4.71303, -5.71118, -12.52043)
O (-3.64069, -4.01019, -11.03514)
C (-3.07140, 10.44394, 3.24065)
C (-2.48697, 11.37086, 4.28440)
C (-2.30211, 10.43626, 5.46569)
O (-2.04847, 9.13449, 4.92861)
C (-2.33503, 9.14829, 3.52494)
H (-2.93715, 10.79470, 2.21591)
H (-4.14355, 10.31182, 3.41959)
H (-1.51439, 11.74350, 3.94698)
H (-3.12010, 12.22996, 4.51468)
H (-3.21263, 10.37746, 6.07286)
H (-1.47229, 10.73465, 6.11063)
H (-1.38122, 9.10758, 2.98773)
H (-2.92067, 8.26563, 3.26115)

Forces on atoms 1 to 2 (eV/Å):
C -1.73 0.82 0.99
O 1.14 1.24 -0.58

Charge: -2
Frontier orbital gap, eV: 1.416
Electronic energy, eV: -167828.3104
Molar mass, g mol⁻¹: 1127.1
LUMO level, eV: -0.28

=====

Molecular formula: C5H7N3O
Method: DFT, ωB97M-V with the def2-TZVPD basis set

Cartesian coordinates (Å):
H (1.10442, -2.07712, 2.47527)
N (1.14286, -1.11079, 2.15802)
C (0.30702, -0.76647, 1.27782)
C (-0.59676, -1.79346, 0.66315)
N (-1.27232, -2.68397, 0.39774)
C (0.24048, 0.68126, 0.87778)
N (0.08602, 0.65306, -0.55932)
C (-1.23318, 0.82516, -1.12858)
C (1.16407, 0.47171, -1.38141)
O (1.10570, 0.39145, -2.58086)
H (-0.62651, 1.17044, 1.33027)
H (1.17245, 1.17406, 1.16303)
H (-1.14063, 0.77295, -2.21189)
H (-1.65053, 1.79653, -0.85636)
H (-1.91727, 0.03916, -0.80450)
H (2.11416, 0.45604, -0.82016)

Forces on atoms 1 to 2 (eV/Å):
H -0.04 -0.12 -0.47
N 0.05 0.16 0.44

Frontier orbital gap, eV: 9.844
Relative energy (zero: lowest compared OMol25 entry of this formula, charge and spin), eV: 1.2325
Electronic energy, eV: -11815.1570
Molar mass, g mol⁻¹: 125.1
SMILES: [H]/N=C(\C#N)CN(C)C=O
LUMO level, eV: -0.04